{"formula": "C7H9N", "method": "ωB97M-V with the def2-TZVPD basis set", "multiplicity": 1, "orbital_gap_ev": 8.375, "de_lowest_kcal_mol": 147.82, "energy_ev": -8888.7463, "lumo_ha": 0.0047, "symbols": ["C", "C", "N", "C", "C", "C", "C", "C", "H", "H", "H", "H", "H", "H", "H", "H", "H"], "positions_angstrom": [[-0.54746, 1.35833, 1.16372], [-1.35260, 0.64977, 2.19188], [-2.60258, 0.06021, 1.78958], [-1.44347, -0.73946, 1.30974], [-0.33422, 0.05614, 0.67381], [0.30646, -0.58027, -0.46772], [1.02855, 0.12017, -1.37740], [2.14729, -0.36039, -2.25350], [-1.00220, 2.14081, 0.56942], [-0.67144, 0.40689, 2.99995], [-2.96487, 0.62980, 1.02563], [-1.37119, -1.67725, 1.83957], [0.67702, -1.60262, -0.45143], [0.81165, 1.17898, -1.51998], [3.03022, -0.66143, -1.68360], [2.44732, 0.31254, -3.04937], [1.84150, -1.29222, -2.76030]], "nbo_charge": [-0.37, -0.01, -0.54, -0.17, 0.04, -0.28, -0.08, -0.67, 0.22, 0.23, 0.36, 0.20, 0.20, 0.19, 0.23, 0.22, 0.22]}

{"formula": "C7H9N", "method": "ωB97M-V with the def2-TZVPD basis set", "smiles": "C1=C[C@@H]2NC[C@@H]3[C@H]1[C@@H]32", "multiplicity": 1, "orbital_gap_ev": 9.458, "de_lowest_kcal_mol": 138.92, "energy_ev": -8889.1323, "lumo_ha": 0.0351, "symbols": ["C", "C", "C", "C", "C", "C", "C", "H", "H", "H", "H", "H", "H", "H", "H", "H", "N"], "positions_angstrom": [[-1.24990, -0.91380, -0.21122], [0.16627, 0.22559, 1.23585], [1.51835, -0.57183, 0.73197], [1.61095, -0.22550, -0.60819], [0.64512, 0.69366, -1.12980], [-0.88035, 0.25472, -0.90024], [-0.14993, 1.23609, -0.04019], [-0.62570, -1.56705, -0.60199], [-2.32166, -1.15989, -0.15285], [-1.66708, 0.10453, 1.43463], [0.19832, 0.67175, 2.17651], [1.93604, -1.47808, 1.36020], [2.79141, -0.29584, -0.98762], [0.98114, 1.04657, -1.94372], [-1.62389, 0.44635, -1.79102], [-0.41902, 2.32021, 0.05307], [-0.91009, -0.78750, 1.37460]], "nbo_charge": [-0.28, -0.10, -0.23, -0.20, -0.29, -0.23, -0.24, 0.21, 0.22, 0.32, 0.20, 0.24, 0.23, 0.22, 0.24, 0.24, -0.54]}

| no. | highest occupied orbital energy (eV) |
| --- | --- |
| 1 | -8.25 |
| 2 | -8.50 |